(1)
22
Properties=species:S:1:pos:R:3:forces:R:3:nbo_charge:R:1 method="wB97M-V/def2-TZVPD" e_tot_ev=-11004.876 total_charge=0 relative_energy_kcal_mol=66.4 smiles="[H]/N=C(/C=C)C(C)(C)OC" multiplicity=1 homo_ha=-0.349 orbital_gap_ev=10.40 lumo_energy_ev=0.902
C 2.102261 -0.297190 -0.151285 0.31 0.11 -1.20 -0.232
H -0.259078 -2.433803 0.802241 0.55 0.94 -0.45 0.352
H 2.501202 0.026335 1.808944 0.52 0.11 0.13 0.185
H 2.551107 -0.150542 -1.125343 -0.60 -0.34 -0.64 0.205
N 0.669686 -2.031988 0.548602 -0.45 -2.67 0.59 -0.600
C 0.703774 -0.908282 0.028618 1.49 1.97 0.41 0.243
C -0.276198 0.940443 1.309197 -2.50 0.17 -0.09 -0.597
H -2.014656 -1.948329 -1.200959 -0.72 0.48 0.08 0.169
H -2.353985 -0.233633 -1.712266 -0.41 -0.96 0.73 0.172
H -1.116551 1.974608 -1.021214 -0.46 -0.36 0.10 0.222
H -3.497625 -1.027850 -0.533964 0.71 -0.22 -0.15 0.199
H 0.506325 1.594443 -1.183560 2.27 0.99 0.32 0.220
O -1.678707 -0.497282 0.207826 -0.78 -0.48 1.17 -0.548
H 0.601837 1.508257 1.446107 1.12 0.65 -0.52 0.215
C 2.914013 0.117580 0.802643 -2.79 -1.13 1.70 -0.362
H 3.879505 0.479340 0.698728 1.54 0.66 -0.51 0.202
H -0.477849 0.741258 -2.199144 -0.49 0.01 0.53 0.211
C -0.424364 1.150762 -1.171633 -0.76 -2.15 -0.20 -0.646
H -1.196006 1.679517 1.373439 1.78 -1.71 -0.02 0.218
H -0.260815 0.221831 2.120434 -0.52 0.04 0.44 0.216
C -2.439544 -0.972890 -0.854977 0.53 0.33 -1.74 -0.245
C -0.434328 0.067408 0.007572 -0.33 3.57 -0.70 0.201

(2)
22
Properties=species:S:1:pos:R:3:forces:R:3:nbo_charge:R:1 method="wB97M-V/def2-TZVPD" e_tot_ev=-11001.358 total_charge=0 relative_energy_kcal_mol=147.5 multiplicity=1 homo_ha="-0.288 / -0.288" orbital_gap_ev="8.45 / 8.45" lumo_energy_ev="0.617 / 0.618"
C -0.837820 -1.201133 1.297340 0.47 -0.35 0.60 -0.734
N 0.489166 -1.716714 -0.738339 -0.33 1.64 -0.28 -0.855
H -0.808737 2.691335 0.084415 0.13 -0.02 -0.07 0.212
C 2.365994 -0.793193 1.009204 1.09 2.15 -0.57 -0.401
H 3.057816 -1.467188 1.480508 -0.64 -0.35 0.45 0.263
H -1.808505 1.411873 -1.803883 0.26 0.17 0.11 0.214
H 0.258311 1.900253 1.250456 -0.04 0.01 0.14 0.218
C -0.586960 1.743752 0.581955 0.19 -0.14 -0.19 -0.632
C -1.517292 0.465667 -1.342455 -0.17 -0.40 -0.03 -0.617
C -0.288801 0.654263 -0.449753 1.30 -0.54 1.08 -0.240
H -1.876186 -1.068659 0.993469 0.10 0.26 -0.60 0.230
O 2.889523 0.666223 -0.949387 -0.95 0.58 -0.13 -0.643
H -0.729738 -0.529886 2.148475 0.22 -0.22 0.22 0.227
H 0.500398 0.997263 -1.124863 0.06 -0.09 0.25 0.186
H -2.407152 0.146400 -0.797810 0.08 -0.16 0.15 0.199
H -1.348330 -0.226554 -2.164334 0.13 -0.17 0.08 0.221
H 2.349725 0.245541 -1.657897 0.36 -0.11 0.36 0.520
H -0.781559 -2.247506 1.596949 0.30 0.05 0.24 0.221
H -0.247809 -2.382913 -0.959149 0.69 -1.02 1.08 0.366
H -1.483181 1.504611 1.155070 0.08 -0.11 0.16 0.203
C 2.627646 0.089646 0.175338 0.82 -1.99 0.37 0.414
C 0.183491 -0.883082 0.214690 -4.16 0.81 -3.43 0.429

(3)
22
Properties=species:S:1:pos:R:3:forces:R:3:nbo_charge:R:1 method="wB97M-V/def2-TZVPD" e_tot_ev=-10999.730 total_charge=0 relative_energy_kcal_mol=185.0 multiplicity=1 homo_ha=-0.328 orbital_gap_ev=9.79 lumo_energy_ev=0.858
H 2.283977 0.807051 1.483178 -0.66 -1.11 -1.64 0.134
H -1.252847 -0.326216 -1.835844 0.24 -0.48 1.20 0.216
H 1.313250 -1.381610 1.273618 -0.05 0.49 -2.83 0.208
C 1.025336 -0.635662 0.326199 4.82 -2.73 6.94 -0.296
H -2.147727 -0.348058 0.598572 0.76 -4.46 -0.22 0.239
O 2.257352 1.272407 -0.538867 3.08 -0.30 -0.60 -0.717
H -1.884766 2.479557 0.634235 -0.42 -1.46 -0.80 0.233
H 0.356631 0.115474 2.087545 -3.25 -0.72 -2.29 0.233
N -0.644435 0.856646 -0.015428 1.11 -1.19 -1.71 -0.517
C 2.234396 0.270527 0.406728 -1.13 2.17 3.21 -0.034
H 1.380004 1.479142 -0.704609 -2.89 0.97 -0.49 0.482
H -2.230225 1.919628 -1.223115 1.50 -0.63 3.23 0.207
C -1.914676 1.565213 -0.042316 -2.01 -0.23 -2.50 -0.420
H -1.279008 -2.479619 0.628522 -0.35 4.24 -1.34 0.247
C -0.219051 -0.212369 0.981974 1.08 2.31 2.83 -0.054
H 1.344942 -0.900020 -1.833027 -1.16 0.85 1.43 0.246
C 0.636749 -1.085664 -0.942796 0.45 -3.87 -6.52 -0.444
H 0.406349 -2.228887 -1.294545 0.72 2.09 1.84 0.222
H 3.138417 -0.254496 0.485811 1.34 -0.95 -0.88 0.184
C -0.714185 -0.497974 -0.850628 -2.27 2.26 -4.18 -0.098
H -2.798636 0.782815 0.063422 0.95 2.29 0.56 0.174
C -1.291845 -1.197884 0.311366 -1.85 0.46 4.76 -0.446